Here is a cluster of 2 separate species, C12H24Cl2FO5S in total at a distorted geometry from OMol25. Energies are from ωB97M-V with the def2-TZVPD basis set.

Output
Net charge = +1
Frontier orbital gap = 9.6 eV

Structure (XYZ):
```
45
C12H24Cl2FO5S | OMol25 | ωB97M-V with the def2-TZVPD basis set
O 3.748 1.636 1.209
C 3.013 1.372 0.369
O 3.041 2.086 -0.802
C 2.040 0.222 0.572
C 0.890 0.175 -0.487
S -0.697 0.456 0.380
C -1.800 -0.959 0.129
C -1.175 -2.283 0.633
C -0.747 -3.195 -0.516
F 0.599 -3.040 -0.777
C -1.457 1.914 -0.448
O -2.245 2.571 0.489
C -3.620 2.456 0.237
O -3.961 1.145 -0.120
C -5.368 1.003 -0.243
C -5.726 -0.483 -0.215
O -5.465 -1.088 -1.474
H 3.429 1.556 -1.517
H 1.619 0.326 1.570
H 2.576 -0.725 0.511
H 0.899 -0.778 -1.012
H 1.029 0.995 -1.193
H -2.666 -0.756 0.755
H -2.174 -1.006 -0.893
H -0.384 -2.128 1.367
H -1.975 -2.812 1.151
H -0.953 -4.225 -0.223
H -1.323 -3.014 -1.426
H -1.963 1.666 -1.382
H -0.620 2.571 -0.701
H -3.986 3.184 -0.502
H -4.132 2.700 1.176
H -5.757 1.489 -1.145
H -5.868 1.467 0.621
H -6.772 -0.590 0.079
H -5.063 -0.949 0.514
H -6.134 -0.748 -2.083
Cl 7.344 -0.529 -1.417
C 6.762 -0.394 0.263
C 7.863 -0.024 1.224
Cl 9.046 -1.339 1.424
H 6.300 -1.341 0.534
H 5.993 0.378 0.268
H 7.440 0.176 2.208
H 8.398 0.864 0.894
```


Here is a structure of composition C12H24Cl2LuN2O at a distorted geometry from OMol25. Energies are from ωB97M-V with the def2-TZVPD basis set.

Output
Net charge = -1
Frontier orbital gap = 4.3 eV

Structure (XYZ):
```
42
C12H24Cl2LuN2O | OMol25 | ωB97M-V with the def2-TZVPD basis set
Lu -0.569 -1.122 -0.279
Cl -0.337 -0.952 -2.682
Cl -2.504 -1.787 1.073
C -0.330 -3.287 -0.539
H -0.843 -3.937 0.180
H -0.286 -3.730 -1.537
C 1.431 -1.786 0.670
C 1.141 -3.035 0.003
H 0.753 -1.569 1.531
C 2.198 -3.422 -1.091
H 1.220 -3.782 0.830
C 3.593 -3.431 -0.468
H 1.958 -4.412 -1.493
H 2.167 -2.697 -1.923
C 3.954 -2.068 0.120
H 3.651 -4.212 0.306
H 4.328 -3.706 -1.237
C 2.851 -1.395 0.953
H 4.855 -2.169 0.732
H 4.228 -1.409 -0.707
H 3.060 -1.585 2.021
H 2.936 -0.301 0.840
C -2.358 1.426 2.308
N -2.361 2.384 1.212
C -3.234 3.537 1.374
C -1.598 2.109 0.142
O -0.943 0.998 0.142
N -1.439 2.913 -0.934
C -2.152 4.144 -1.243
C -0.420 2.533 -1.899
H -2.951 1.851 3.120
H -1.336 1.232 2.659
H -2.794 0.469 1.991
H -2.694 4.480 1.226
H -4.106 3.489 0.705
H -3.604 3.512 2.399
H -1.594 5.033 -0.905
H -2.246 4.199 -2.335
H -3.155 4.156 -0.817
H 0.544 2.359 -1.406
H -0.698 1.616 -2.432
H -0.320 3.356 -2.609
```


Here is a structure of composition C12H24ClLi2O7 at a distorted geometry from OMol25. Energies are from ωB97M-V with the def2-TZVPD basis set.

Output
Net charge = +1
Frontier orbital gap = 8.3 eV

Structure (XYZ):
```
46
C12H24ClLi2O7 | OMol25 | ωB97M-V with the def2-TZVPD basis set
Li -3.684 -0.251 1.641
Li -3.068 -0.913 -3.880
Cl -2.427 -2.392 -0.692
O -1.103 -1.953 -0.357
O -2.816 -1.753 -1.948
O -2.509 -3.796 -0.829
O -3.342 -1.958 0.356
C -0.242 0.623 3.336
C -0.874 2.005 3.504
C -2.093 1.984 2.551
O -2.113 0.682 1.901
C -0.794 0.097 2.007
H -0.631 -0.007 4.140
H 0.843 0.560 3.350
H -0.238 2.850 3.251
H -1.251 2.173 4.510
H -1.958 2.699 1.736
H -3.030 2.183 3.066
H -0.152 0.503 1.224
H -0.945 -0.975 2.023
C 0.358 1.261 -2.375
C -0.857 1.619 -1.511
C -1.974 1.527 -2.526
O -1.630 0.418 -3.374
C -0.193 0.177 -3.294
H 1.226 0.925 -1.815
H 0.639 2.145 -2.952
H -0.802 2.635 -1.123
H -0.972 0.898 -0.700
H -2.043 2.432 -3.137
H -2.962 1.352 -2.092
H 0.204 0.203 -4.306
H -0.080 -0.805 -2.831
C 2.123 -1.217 0.312
C 3.023 -2.305 -0.323
C 4.439 -1.755 -0.198
O 4.377 -0.634 0.678
C 3.086 -0.078 0.586
H 1.658 -1.601 1.222
H 1.284 -0.985 -0.347
H 2.718 -2.555 -1.338
H 2.894 -3.237 0.228
H 4.859 -1.486 -1.175
H 5.112 -2.488 0.246
H 3.082 0.677 -0.222
H 2.856 0.514 1.477
```


Here is a cluster of 3 separate species, C12H24ClNO3 in total at a distorted geometry from OMol25. Energies are from ωB97M-V with the def2-TZVPD basis set.

Output
Net charge = -1
2S+1 = 2
Frontier orbital gap (alpha / beta) = 2.9 / 8.4 eV

Structure (XYZ):
```
41
C12H24ClNO3 | OMol25 | ωB97M-V with the def2-TZVPD basis set
C 0.072 4.046 -0.750
C 0.962 2.776 -0.766
C 0.625 1.913 0.426
N 1.495 0.580 0.439
C 1.197 -0.080 1.810
C 1.986 -1.379 2.146
C 3.474 -1.002 2.118
C 3.937 -0.309 0.803
C 3.022 0.875 0.340
C 1.073 -0.339 -0.698
H -0.053 4.393 0.275
H -0.929 3.926 -1.162
H 0.573 4.859 -1.276
H 1.972 3.182 -0.809
H 0.904 2.306 -1.748
H -0.438 1.678 0.481
H 0.850 2.498 1.318
H 1.478 0.554 2.651
H 0.122 -0.230 1.910
H 1.711 -1.741 3.137
H 1.773 -2.196 1.456
H 3.759 -0.378 2.965
H 4.081 -1.899 2.238
H 4.914 0.159 0.923
H 4.022 -1.019 -0.019
H 3.341 1.685 0.998
H 3.284 1.197 -0.668
H 0.110 -0.817 -0.520
H 1.858 -1.089 -0.801
H 0.978 0.141 -1.672
Cl -2.630 -0.319 0.362
C -5.486 -1.922 -0.882
C -4.503 -3.097 -1.053
O -4.329 -3.236 -2.438
C -4.836 -2.135 -3.083
O -4.953 -1.968 -4.296
O -5.355 -1.317 -2.174
H -5.109 -1.247 -0.114
H -6.505 -2.241 -0.660
H -4.904 -3.995 -0.583
H -3.542 -2.811 -0.625
```


Here is a structure of composition C12H24CoN4O5 from OMol25. Energies are from ωB97M-V with the def2-TZVPD basis set.

Output
Net charge = +2
2S+1 = 2
Frontier orbital gap (alpha / beta) = 9.3 / 10.0 eV

Structure (XYZ):
```
46
C12H24CoN4O5 | OMol25 | ωB97M-V with the def2-TZVPD basis set
Co -0.096 0.446 -0.003
C 2.394 0.415 -1.721
C 1.234 -0.112 -2.550
O 0.049 0.550 -2.083
C -1.127 0.463 -2.897
C -2.290 0.131 -1.965
O -2.122 0.729 -0.668
C -2.519 2.102 -0.520
C -1.307 2.992 -0.701
O -0.241 2.396 0.070
C 0.257 3.073 1.247
C 0.220 2.071 2.381
O 0.797 0.831 1.936
C 2.243 0.833 1.939
C 2.738 0.112 0.704
O 1.934 0.606 -0.371
H 2.750 1.378 -2.084
H 3.215 -0.303 -1.744
H 1.103 -1.189 -2.417
H 1.396 0.102 -3.607
H -1.024 -0.332 -3.638
H -1.251 1.410 -3.425
H -2.334 -0.939 -1.774
H -3.241 0.446 -2.396
H -2.910 2.190 0.493
H -3.317 2.351 -1.221
H -1.501 4.004 -0.349
H -0.964 3.044 -1.732
H -0.372 3.934 1.474
H 1.262 3.428 1.020
H -0.808 1.834 2.654
H 0.734 2.444 3.268
H 2.596 0.339 2.845
H 2.602 1.862 1.941
H 2.617 -0.971 0.779
H 3.791 0.345 0.536
N -1.068 -4.074 2.561
C -0.627 -4.593 1.409
N -0.529 -5.911 1.284
N -0.266 -3.859 0.358
C -0.247 -2.579 0.354
N -0.198 -1.426 0.219
H -1.370 -4.655 3.325
H -1.216 -3.084 2.641
H -0.802 -6.547 2.013
H -0.186 -6.287 0.416
```